1.
This record from OMol25 describes a cluster of 2 separate species, C9H15N2O2 in total at a distorted geometry. The level of theory is ωB97M-V with the def2-TZVPD basis set.

Calculated values
LUMO: -0.1461 Ha
Net charge: +1
Frontier orbital gap: 9.69 eV
ΔE to the lowest compared entry with this formula, charge and spin: 253.5 kJ/mol
Max |F|: 5.46 eV/A

Structure (XYZ):
```
28
Properties=species:S:1:pos:R:3:nbo_charge:R:1
C 3.948 -0.583 0.058 -0.2171
C 3.076 -1.226 -0.719 -0.2654
C 3.034 0.533 0.832 0.6691
C 1.708 -0.728 -0.284 0.6644
C -1.650 2.210 -1.726 -0.5979
C -1.289 -0.420 1.666 -0.4538
C -2.084 -2.211 0.172 -0.4345
C -1.257 1.334 -0.539 -0.5202
C -1.770 -0.034 -0.623 0.3418
N 1.779 0.283 0.627 -0.6459
N -1.779 -0.824 0.407 -0.2342
O 3.593 1.516 1.496 -0.6178
O 0.675 -1.229 -0.664 -0.5846
H 5.079 -0.672 0.054 0.2605
H 3.324 -1.949 -1.350 0.2346
H -2.708 1.958 -1.757 0.2008
H -1.589 3.274 -1.529 0.2354
H -1.125 2.095 -2.666 0.2293
H -1.621 0.587 2.028 0.2338
H -1.554 -1.091 2.544 0.2456
H -0.284 -0.306 1.545 0.2528
H -1.241 -2.586 -0.514 0.2622
H -2.096 -2.823 1.038 0.2360
H -3.082 -2.207 -0.142 0.2302
H -1.663 1.810 0.239 0.2412
H -0.133 1.304 -0.488 0.2762
H -2.379 -0.278 -1.511 0.2320
H 3.087 2.264 1.809 0.5257
```

***

2.
This record from OMol25 describes a structure of composition C6H7I2NS2 at a distorted geometry. The level of theory is ωB97M-V with the def2-TZVPD basis set.

Calculated values
LUMO: 0.0080 Ha
Frontier orbital gap: 9.13 eV
ΔE to the lowest compared entry with this formula, charge and spin: 127.2 kJ/mol
Max |F|: 4.03 eV/A

Structure (XYZ):
```
18
Properties=species:S:1:pos:R:3:nbo_charge:R:1
C -4.219 0.410 -0.038 -0.0548
C -0.707 -0.037 0.611 -0.2897
C -1.827 0.925 0.506 -0.3058
C -2.355 1.335 -0.885 -0.2322
C 0.620 0.286 0.494 -0.1106
C 1.706 -0.860 0.415 -0.6674
N -3.765 0.866 -1.108 -0.4591
S -3.426 0.333 1.498 0.2454
S -1.256 0.761 -2.144 -0.0095
I -6.306 0.138 0.045 0.1613
I 1.371 2.157 -0.115 0.1659
H -0.934 -1.090 0.915 0.2427
H -2.292 1.307 -3.178 0.1738
H -1.658 1.778 1.084 0.2407
H -2.450 2.367 -0.884 0.2113
H 1.370 -1.923 0.649 0.2281
H 2.667 -0.700 0.950 0.2314
H 1.983 -0.926 -0.650 0.2285
```

***

3.
This record from OMol25 describes a structure of composition C54H44BrCl2N5O5P2SSc at a distorted geometry. The level of theory is ωB97M-V with the def2-TZVPD basis set.

Calculated values
LUMO: 0.0833 Ha
Net charge: -1
Frontier orbital gap: 7.04 eV
ΔE to the lowest compared entry with this formula, charge and spin: 5.9 kJ/mol
Max |F|: 1.10 eV/A

Structure (XYZ):
```
115
Properties=species:S:1:pos:R:3:mulliken_charge:R:1
Sc -0.904 1.720 0.178 -1.0961
N -2.064 5.886 -1.446 -0.5093
C -1.985 4.689 -0.765 0.5362
S -2.318 3.249 -1.666 -0.4885
N -1.688 4.801 0.495 -1.6048
N -1.619 3.600 1.174 1.3594
C -1.542 3.747 2.444 -0.8938
C -1.589 2.673 3.418 0.4291
C -1.496 3.003 4.773 -0.6103
C -1.646 2.056 5.766 -0.9873
C -1.926 0.741 5.393 -1.0256
C -2.022 0.389 4.062 -0.4655
C -1.823 1.332 3.036 0.3915
O -1.868 0.981 1.779 1.7119
H -1.971 5.816 -2.443 0.2363
H -1.608 6.664 -0.998 0.2348
H -1.512 4.767 2.821 0.2883
H -1.310 4.040 5.036 0.4012
H -1.565 2.332 6.809 0.3797
H -2.074 -0.016 6.155 0.4333
H -2.259 -0.627 3.777 0.5713
C -2.993 -2.627 -1.073 -1.1589
N -2.426 -1.405 -0.518 0.5968
P -3.310 0.051 -0.382 0.4416
C -4.537 -0.123 -1.746 0.5905
C -4.150 0.371 -2.993 0.0472
C -4.972 0.231 -4.103 -0.9616
C -6.207 -0.389 -3.974 -0.5636
C -6.616 -0.862 -2.734 -0.7751
C -5.788 -0.729 -1.626 -0.4702
C -4.401 -0.219 1.065 0.4057
C -4.410 -1.400 1.796 -0.2988
C -5.228 -1.528 2.914 -0.7765
C -6.025 -0.468 3.320 -0.4595
C -6.004 0.726 2.606 -0.7347
C -5.198 0.847 1.483 -0.3196
P -0.718 -1.116 -0.244 1.7024
C -0.433 -2.451 1.000 1.0037
C -0.343 -3.819 0.747 -0.3270
C -0.209 -4.726 1.793 -0.9987
C -0.148 -4.282 3.106 -0.8048
C -0.227 -2.920 3.372 -1.0079
C -0.370 -2.020 2.327 -0.4583
C -0.009 -1.777 -1.800 0.6227
C 1.150 -2.547 -1.856 -0.5883
C 1.643 -2.997 -3.076 -0.7402
C 0.995 -2.662 -4.256 -0.9628
C -0.132 -1.849 -4.215 -0.5774
C -0.624 -1.407 -2.996 -0.7889
H -3.090 -2.579 -2.161 0.1926
H -3.984 -2.820 -0.657 0.4326
H -2.358 -3.476 -0.827 0.2891
H -3.200 0.892 -3.083 0.1993
H -4.655 0.617 -5.065 0.4344
H -6.856 -0.494 -4.836 0.3628
H -7.584 -1.338 -2.626 0.4072
H -6.117 -1.103 -0.663 0.4148
H -3.755 -2.215 1.501 0.1914
H -5.227 -2.454 3.479 0.4060
H -6.649 -0.563 4.201 0.3438
H -6.607 1.564 2.934 0.3977
H -5.168 1.782 0.928 0.4461
H -0.362 -4.194 -0.269 0.4032
H -0.143 -5.787 1.575 0.4255
H -0.029 -4.993 3.916 0.3861
H -0.174 -2.557 4.392 0.4972
H -0.438 -0.957 2.533 0.0990
H 1.688 -2.770 -0.942 0.6064
H 2.543 -3.604 -3.100 0.4094
H 1.370 -3.022 -5.208 0.3970
H -0.622 -1.554 -5.136 0.4636
H -1.489 -0.755 -2.963 0.1179
Br 5.563 4.051 -5.091 -0.2313
C 4.119 3.560 -3.952 0.1840
C 3.373 2.436 -4.260 -0.6136
C 2.322 2.083 -3.424 -0.1631
C 2.029 2.850 -2.307 0.2164
C 2.792 3.974 -2.013 -0.2745
C 3.847 4.339 -2.838 -0.7311
C 0.896 2.458 -1.408 0.8882
O 0.611 3.168 -0.405 -0.7745
O 0.251 1.405 -1.670 -0.3328
H 3.613 1.847 -5.135 0.4491
H 1.721 1.204 -3.625 0.4131
H 2.543 4.551 -1.132 0.4811
H 4.450 5.211 -2.622 0.4336
Cl 4.603 -4.330 1.256 -0.2353
C 4.916 -3.490 -0.232 0.7123
C 5.303 -4.223 -1.338 -0.5049
C 5.558 -3.568 -2.532 -0.5347
C 5.357 -2.202 -2.620 -0.7773
C 4.928 -1.483 -1.517 0.7798
Cl 4.487 0.170 -1.764 0.1500
C 4.761 -2.094 -0.261 -1.0978
N 4.400 -1.427 0.906 -0.0123
C 4.873 -0.181 1.319 0.2509
C 6.179 0.211 1.019 -0.1741
C 6.660 1.447 1.414 -0.6573
C 5.847 2.309 2.137 -0.8481
C 4.564 1.900 2.470 -0.8853
C 4.059 0.660 2.090 0.6699
C 2.650 0.291 2.493 -1.7341
C 1.681 0.280 1.308 0.9751
O 1.834 -0.602 0.447 0.3687
O 0.803 1.200 1.302 -0.6158
H 5.414 -5.296 -1.251 0.4123
H 5.885 -4.127 -3.400 0.3758
H 5.484 -1.683 -3.562 0.4231
H 3.501 -1.699 1.273 0.1005
H 6.816 -0.460 0.453 0.4371
H 7.672 1.739 1.154 0.3898
H 6.204 3.286 2.442 0.3996
H 3.921 2.559 3.044 0.3688
H 2.286 1.014 3.219 0.5837
H 2.601 -0.703 2.953 0.4823
```

***

4.
This record from OMol25 describes a cluster of 2 separate species, C2H7OS in total. The level of theory is ωB97M-V with the def2-TZVPD basis set.

Calculated values
LUMO: 0.1535 Ha
Net charge: -1
Frontier orbital gap: 6.96 eV
ΔE to the lowest compared entry with this formula, charge and spin: 18.4 kJ/mol
Max |F|: 0.64 eV/A

Structure (XYZ):
```
11
Properties=species:S:1:pos:R:3:nbo_charge:R:1
S -0.037 -2.092 0.202 -1.0586
H -1.300 -1.868 -0.193 0.0826
C 0.638 1.402 -0.102 -0.0648
O 0.116 1.244 -1.409 -0.7604
C -0.495 1.568 0.905 -0.6281
H 1.251 0.558 0.189 0.1974
H 1.261 2.290 -0.107 0.1367
H -0.063 0.290 -1.525 0.4944
H -1.207 0.756 0.796 0.2329
H -0.141 1.594 1.932 0.1924
H -1.005 2.521 0.726 0.1757
```

***

5.
This record from OMol25 describes a cluster of 2 separate species, C4H12NO2S in total at a distorted geometry. The level of theory is ωB97M-V with the def2-TZVPD basis set.

Calculated values
LUMO (spin up / spin down): 0.0256 / -0.0897 Ha
2S+1: 2
Frontier orbital gap (spin up / spin down): 9.93 / 6.79 eV
ΔE to the lowest compared entry with this formula, charge and spin: 147.8 kJ/mol
Max |F|: 3.31 eV/A

Structure (XYZ):
```
20
Properties=species:S:1:pos:R:3:nbo_charge:R:1
C 0.351 1.360 0.103 -0.1056
O 0.378 1.308 1.414 -0.4124
C -0.954 0.544 -0.464 0.0258
C -0.690 -0.923 -0.187 -0.4768
C -0.066 -1.507 -1.489 -0.4717
S 1.570 -2.497 -1.170 -0.0624
N -2.172 1.172 0.058 -0.8013
H 0.197 2.404 -0.258 0.1657
H 1.228 0.896 -0.392 0.1934
H -1.062 0.862 -1.532 0.2037
H -0.076 -0.951 0.737 0.2408
H -1.632 -1.330 0.195 0.2335
H 0.030 -0.866 -2.347 0.2239
H -0.783 -2.276 -1.762 0.2242
H 0.942 -3.374 -0.414 0.1172
H -2.107 1.104 1.061 0.3732
H -2.259 2.075 -0.372 0.3722
H 3.004 1.153 2.393 0.4584
H 1.588 0.530 2.056 0.4788
O 2.513 0.314 2.369 -0.9807
```

***

6.
This record from OMol25 describes a cluster of 2 separate species, C4H9BrO2 in total at a distorted geometry. The level of theory is ωB97M-V with the def2-TZVPD basis set.

Calculated values
LUMO (spin up / spin down): -0.0465 / -0.0472 Ha
Frontier orbital gap (spin up / spin down): 8.44 / 8.41 eV
ΔE to the lowest compared entry with this formula, charge and spin: 480.7 kJ/mol
Max |F|: 4.17 eV/A

Structure (XYZ):
```
16
Properties=species:S:1:pos:R:3:nbo_charge:R:1
C -0.057 0.794 -1.177 -0.6360
C 1.015 0.768 1.114 -0.5913
C 0.608 -1.399 -0.112 -0.6336
C 0.074 0.015 0.138 0.2309
O -1.068 0.034 0.886 -0.2635
O -2.385 -0.842 0.057 -0.4791
Br -3.802 0.106 0.091 0.4065
H -0.778 0.290 -1.816 0.2231
H -0.407 1.806 -0.989 0.2160
H 0.898 0.834 -1.691 0.2107
H 1.984 0.880 0.635 0.2205
H 1.121 0.203 2.036 0.2215
H 0.606 1.747 1.345 0.2218
H -0.017 -1.901 -0.853 0.2220
H 1.635 -1.360 -0.472 0.2104
H 0.574 -1.975 0.809 0.2201
```

***

7.
This record from OMol25 describes a structure of composition C14H26N4ORuS4Sb at a distorted geometry. The level of theory is ωB97M-V with the def2-TZVPD basis set.

Calculated values
LUMO (spin up / spin down): -0.0348 / -0.0645 Ha
2S+1: 2
Frontier orbital gap (spin up / spin down): 7.09 / 6.18 eV
ΔE to the lowest compared entry with this formula, charge and spin: 0.0 kJ/mol
Max |F|: 1.17 eV/A

Structure (XYZ):
```
51
Properties=species:S:1:pos:R:3:nbo_charge:R:1
Ru -1.532 0.597 -0.648 0.4825
S -6.318 -0.311 -2.464 -0.6924
Sb -4.836 -0.279 -0.808 1.3503
S -2.738 -1.391 -1.017 -0.5328
S -3.633 1.661 -0.167 -0.5764
S -5.927 -1.187 1.137 -0.4321
N -2.805 -1.824 3.155 -0.8616
C -1.381 -1.528 3.310 -0.2317
C -0.827 -1.059 1.972 -0.2339
N -1.591 0.092 1.460 -0.7988
H -3.250 -1.994 4.047 0.3749
H -2.947 -2.646 2.580 0.3722
H -4.851 -1.048 1.937 0.1522
H -0.784 -2.377 3.659 0.1847
H -1.278 -0.732 4.053 0.1892
H -0.923 -1.860 1.239 0.2165
H 0.228 -0.796 2.042 0.2145
H -1.387 0.923 2.010 0.3954
H -2.575 -0.110 1.640 0.4351
C 0.582 3.486 -0.364 -0.5942
C 1.714 2.773 0.387 -0.2471
C 1.287 2.401 1.808 -0.5869
C 2.351 1.602 -0.333 0.0449
C 3.712 1.660 -0.552 -0.2248
C 4.409 0.625 -1.168 -0.1568
C 3.731 -0.512 -1.593 -0.2273
C 2.370 -0.649 -1.424 0.0574
C 1.702 -1.897 -1.964 -0.2469
C 0.965 -2.713 -0.902 -0.6005
C 0.792 -1.606 -3.162 -0.5960
C 1.635 0.421 -0.771 0.0724
N 0.341 0.290 -0.598 -0.5162
H 0.443 4.485 0.054 0.2137
H -0.365 2.960 -0.253 0.1983
H 0.801 3.592 -1.427 0.2154
H 2.522 3.503 0.481 0.2051
H 0.539 1.609 1.784 0.1864
H 0.858 3.267 2.315 0.2133
H 2.135 2.044 2.394 0.2133
H 4.253 2.542 -0.230 0.2127
H 5.477 0.708 -1.319 0.2160
H 4.280 -1.308 -2.082 0.2142
H 2.524 -2.517 -2.333 0.2029
H 0.042 -2.218 -0.604 0.2123
H 1.584 -2.868 -0.016 0.2056
H 0.700 -3.691 -1.308 0.2149
H -0.106 -1.074 -2.853 0.2079
H 0.477 -2.543 -3.623 0.2159
H 1.311 -1.012 -3.917 0.2106
O -1.997 1.371 -3.319 -0.1585
N -1.713 1.138 -2.249 0.4141
```

***

8.
This record from OMol25 describes a structure of composition C25H33Cl2F5InN2O6PSTe2 at a distorted geometry. The level of theory is ωB97M-V with the def2-TZVPD basis set.

Calculated values
LUMO: -0.0701 Ha
Frontier orbital gap: 4.54 eV
ΔE to the lowest compared entry with this formula, charge and spin: 335.0 kJ/mol
Max |F|: 1.97 eV/A

Structure (XYZ):
```
78
Properties=species:S:1:pos:R:3:mulliken_charge:R:1
In 0.818 -2.142 -1.438 1.0520
Cl 2.048 -5.694 -1.484 -0.0780
C 1.226 -5.946 -3.043 -0.4054
Cl 1.153 -4.485 -4.028 -0.0903
H 0.222 -6.284 -2.818 0.3002
H 1.806 -6.687 -3.577 0.3726
C -7.482 -0.932 3.628 -1.0052
C -6.602 -0.246 2.590 -0.6708
N -5.161 -0.335 2.870 0.2320
C -4.532 0.731 3.645 -0.3963
C -4.724 0.599 5.152 -1.1618
C -4.541 -1.466 2.456 0.0081
O -5.122 -2.421 1.979 -0.6108
C -3.036 -1.524 2.572 -0.0874
C -2.405 -2.416 3.433 -0.2722
C -1.028 -2.455 3.498 -0.8951
C -0.288 -1.599 2.716 0.2188
N -0.913 -0.754 1.871 0.5853
C -2.265 -0.724 1.771 0.0089
H -8.519 -0.926 3.291 0.3697
H -7.439 -0.436 4.597 0.2494
H -7.172 -1.969 3.750 0.2941
H -6.844 0.813 2.503 0.3655
H -6.766 -0.719 1.624 0.3786
H -4.945 1.677 3.294 0.4075
H -3.465 0.754 3.428 0.1970
H -5.765 0.728 5.442 0.3249
H -4.134 1.360 5.665 0.3998
H -4.390 -0.381 5.498 0.2680
H -2.999 -3.087 4.040 0.5767
H -0.510 -3.162 4.127 0.3902
H 0.789 -1.560 2.719 0.3797
H -2.668 -0.034 1.044 0.6621
F -0.546 -6.580 0.475 -0.3854
Te 0.182 -4.925 0.841 1.9613
F 1.701 -5.957 1.215 -0.4245
F -0.493 -4.583 -0.906 -0.4518
F -0.033 -5.198 2.697 -0.4386
F -1.552 -4.237 1.191 -0.4781
O 1.087 -3.371 0.921 -0.8153
C 3.190 8.324 -2.154 -1.2019
C 2.916 6.924 -1.663 0.8517
O 3.703 6.259 -1.055 -0.4942
S 1.273 6.357 -2.152 -0.3014
C 1.095 4.799 -1.337 0.5699
C 1.565 4.555 -0.047 -0.5032
C 1.301 3.341 0.555 -0.5999
C 0.544 2.374 -0.111 0.6917
C 0.075 2.619 -1.399 -0.4086
C 0.364 3.826 -2.011 -0.8482
C 0.172 1.163 0.564 0.1162
C -0.175 0.182 1.161 -0.8594
H 4.066 8.715 -1.641 0.3224
H 2.329 8.969 -1.987 0.3588
H 3.388 8.295 -3.227 0.3210
H 2.134 5.304 0.482 0.4345
H 1.679 3.138 1.549 0.4418
H -0.462 1.851 -1.933 0.3474
H 0.026 4.006 -3.023 0.4183
C 4.486 2.781 -2.965 -1.4555
C 3.784 1.494 -2.606 0.6169
O 3.389 0.855 -3.829 -0.1117
P 2.355 -0.382 -3.817 -0.3151
O 1.171 -0.141 -2.902 -0.4882
Te 1.978 -1.020 -6.033 -0.3583
O 3.218 -1.488 -2.964 0.0201
C 4.513 -1.885 -3.451 -0.3075
C 4.973 -3.103 -2.693 -1.0637
H 4.757 3.331 -2.063 0.3982
H 3.830 3.408 -3.570 0.2688
H 5.390 2.580 -3.542 0.3803
H 2.903 1.684 -1.993 -0.2346
H 4.446 0.824 -2.050 0.2728
H 5.204 -1.051 -3.309 0.2539
H 4.441 -2.084 -4.522 0.3028
H 4.957 -2.927 -1.616 0.2691
H 5.994 -3.354 -2.987 0.4094
H 4.332 -3.952 -2.912 0.1494
```

***

Repeat the first record exactly.
This record from OMol25 describes a cluster of 2 separate species, C9H15N2O2 in total at a distorted geometry. The level of theory is ωB97M-V with the def2-TZVPD basis set.

Calculated values
LUMO: -0.1461 Ha
Net charge: +1
Frontier orbital gap: 9.69 eV
ΔE to the lowest compared entry with this formula, charge and spin: 253.5 kJ/mol
Max |F|: 5.46 eV/A

Structure (XYZ):
```
28
Properties=species:S:1:pos:R:3:nbo_charge:R:1
C 3.948 -0.583 0.058 -0.2171
C 3.076 -1.226 -0.719 -0.2654
C 3.034 0.533 0.832 0.6691
C 1.708 -0.728 -0.284 0.6644
C -1.650 2.210 -1.726 -0.5979
C -1.289 -0.420 1.666 -0.4538
C -2.084 -2.211 0.172 -0.4345
C -1.257 1.334 -0.539 -0.5202
C -1.770 -0.034 -0.623 0.3418
N 1.779 0.283 0.627 -0.6459
N -1.779 -0.824 0.407 -0.2342
O 3.593 1.516 1.496 -0.6178
O 0.675 -1.229 -0.664 -0.5846
H 5.079 -0.672 0.054 0.2605
H 3.324 -1.949 -1.350 0.2346
H -2.708 1.958 -1.757 0.2008
H -1.589 3.274 -1.529 0.2354
H -1.125 2.095 -2.666 0.2293
H -1.621 0.587 2.028 0.2338
H -1.554 -1.091 2.544 0.2456
H -0.284 -0.306 1.545 0.2528
H -1.241 -2.586 -0.514 0.2622
H -2.096 -2.823 1.038 0.2360
H -3.082 -2.207 -0.142 0.2302
H -1.663 1.810 0.239 0.2412
H -0.133 1.304 -0.488 0.2762
H -2.379 -0.278 -1.511 0.2320
H 3.087 2.264 1.809 0.5257
```